Entry 1:
The following is a quantum chemistry calculation of 5 unconnected molecules or ions with the total composition H9S5 at a distorted geometry, from OMol25.

Results
highest occupied orbital energy: -3.831 eV
electronic energy: -1996.34591 a.u.
F_max: 1.3 eV/Å
2S+1: 1
molecular weight: 169.41 g mol⁻¹
gap between HOMO and LUMO: 6.853 eV
total charge: -1
energy above the lowest of the compared OMol25 structures with the same formula, charge and spin: 8.6 kcal per mole

Last column: natural (NBO) charge in e.
Element x y z (Å)
S 2.356 2.591 -0.605  -0.370
S -2.972 -2.628 -0.949  -0.440
S 2.288 -2.540 -0.472  -0.345
S -0.834 0.184 -0.416  -0.959
S -0.787 2.416 2.592  -0.347
H 2.590 1.892 -1.701  0.129
H 1.426 1.654 -0.142  0.206
H -1.872 1.674 2.291  0.162
H 1.129 -2.950 0.105  0.171
H 2.146 -1.220 -0.422  0.168
H -0.017 -0.143 -1.486  0.105
H 0.202 1.522 2.208  0.183
H -2.277 -1.404 -0.955  0.219
H -3.814 -2.430 -2.010  0.119

***

Entry 2:
The following is a quantum chemistry calculation of a molecular structure, C4H7N2 at a distorted geometry, from OMol25.

Results
highest occupied orbital energy: -14.967 eV
electronic energy: -265.71906 a.u.
F_max: 6.2 eV/Å
2S+1: 1
molecular weight: 83.11 g mol⁻¹
gap between HOMO and LUMO: 10.981 eV
total charge: +1
energy above the lowest of the compared OMol25 structures with the same formula, charge and spin: 118.9 kcal per mole

Last column: natural (NBO) charge in e.
Element x y z (Å)
N 1.309 0.874 0.224  -0.532
N -0.079 -0.584 -0.624  -0.402
C -1.241 -0.613 0.242  -0.016
C -0.175 0.841 -0.539  0.094
C 1.250 -0.616 0.093  -0.071
C -1.306 0.700 0.369  -0.169
H 1.062 1.104 1.142  0.358
H 2.124 -1.069 -0.553  0.255
H -0.188 1.377 -1.520  0.255
H -1.902 1.455 0.761  0.264
H -0.095 -1.259 -1.490  0.478
H -1.845 -1.274 0.781  0.262
H 1.088 -0.936 1.116  0.225

***

Entry 3:
The following is a quantum chemistry calculation of a molecular structure, C18H37Cl2F2N8O10PS2Ti2 at a distorted geometry, from OMol25.

Results
highest occupied orbital energy (spin up / spin down): -4.716 / -9.047 eV
electronic energy: -5854.88817 a.u.
F_max: 8.7 eV/Å
2S+1: 7
molecular weight: 825.28 g mol⁻¹
gap between HOMO and LUMO (spin up / spin down): 3.228 / 7.046 eV

Last column: Löwdin spin population.
Element x y z (Å)
Ti -0.488 22.463 1.184  2.028
Ti -0.326 22.284 5.223  2.456
Cl 2.304 22.807 1.803  0.023
Cl -0.684 25.012 5.445  0.051
S -3.128 23.330 -0.575  0.162
S -1.959 25.338 -0.277  0.174
P -0.206 19.534 -1.247  0.003
F -3.202 21.857 0.153  0.012
F -0.333 25.522 0.028  0.018
O 3.560 26.402 0.883  0.000
O 3.815 28.522 0.223  0.000
O 3.988 21.300 5.213  0.023
O -0.572 20.520 -0.166  0.025
O 1.922 21.610 5.063  0.044
O -2.869 22.776 -1.867  0.046
O -1.923 25.475 -1.739  0.154
O -2.419 26.321 0.542  0.050
O -1.370 21.700 3.316  0.121
O -4.497 23.771 -0.337  0.110
N -1.531 18.877 -2.122  0.000
N 0.780 20.387 -2.396  0.001
N 0.779 18.205 -0.855  0.000
N -3.621 21.173 4.864  0.099
N -2.833 23.905 2.852  0.019
N 3.414 27.352 0.053  0.000
N 2.886 21.008 4.785  0.004
N -2.081 23.767 0.398  0.140
C -2.905 18.961 -1.557  0.001
C 1.729 26.302 -3.802  0.000
C 1.613 25.383 -2.716  0.001
C 0.255 16.942 -0.460  0.000
C 1.345 19.371 3.644  0.009
C 2.103 17.175 3.100  0.000
C 0.963 21.841 -2.283  0.001
C 3.686 18.672 4.002  0.000
C 2.932 26.942 -1.350  0.000
C 2.460 27.445 -3.635  0.000
C 3.446 17.440 3.379  0.001
C 1.552 19.691 -3.500  0.000
C 1.136 18.096 3.168  0.002
C 2.258 25.673 -1.502  0.000
C 2.169 18.497 -0.321  0.000
C 3.088 27.804 -2.407  0.000
C 2.651 19.667 4.132  0.002
C -1.579 18.752 -3.617  0.000
H -4.036 20.254 4.801  0.015
H -2.799 18.862 -0.477  0.000
H -2.707 24.135 1.877  0.003
H 1.021 24.480 -2.707  0.001
H -2.305 23.045 2.909  0.008
H -0.773 16.999 -0.102  0.000
H -4.294 21.907 4.699  0.015
H 4.139 16.642 3.156  0.000
H -2.109 21.105 3.083  0.011
H 2.732 19.211 -0.921  0.000
H 1.370 22.215 -3.222  0.000
H -0.999 17.852 -3.819  0.000
H -2.572 18.704 -4.065  0.000
H -1.128 19.625 -4.089  0.000
H -3.758 23.745 3.223  0.008
H 1.859 16.180 2.758  0.000
H 2.564 28.251 -4.345  0.000
H 1.168 26.178 -4.717  0.000
H -2.839 21.361 4.253  0.029
H -3.408 19.862 -1.907  0.001
H 2.540 20.148 -3.453  0.000
H 0.571 20.122 3.580  0.008
H 1.985 19.108 0.563  0.000
H 1.654 22.060 -1.469  0.001
H -3.550 18.119 -1.811  0.000
H -2.460 24.659 3.411  0.001
H 1.714 18.647 -3.232  0.000
H 0.465 16.179 -1.208  0.000
H 1.226 19.736 -4.539  0.000
H 0.081 22.458 -2.110  0.000
H 0.824 16.631 0.416  0.000
H 3.574 28.767 -2.359  0.000
H 0.154 17.743 2.889  0.000
H 4.682 18.992 4.271  0.000
H 1.991 25.018 -0.685  0.000
H -3.082 21.214 5.717  0.117
H 2.584 17.585 0.110  0.000

***

Entry 4:
The following is a quantum chemistry calculation of 2 unconnected molecules or ions with the total composition C4H10N2 at a distorted geometry, from OMol25.

Results
highest occupied orbital energy: -7.524 eV
electronic energy: -267.72388 a.u.
F_max: 4.8 eV/Å
2S+1: 1
molecular weight: 86.14 g mol⁻¹
gap between HOMO and LUMO: 8.452 eV
energy above the lowest of the compared OMol25 structures with the same formula, charge and spin: 126.4 kcal per mole

Last column: natural (NBO) charge in e.
Element x y z (Å)
N -0.308 0.895 -0.255  -0.394
N -1.595 0.897 0.182  -0.559
C 1.713 -1.817 2.808  -0.350
C -1.422 2.237 -1.860  -0.655
C -1.467 0.914 -1.175  0.094
C 0.953 -1.927 1.688  -0.439
H 1.561 -1.043 3.531  0.191
H -1.441 0.131 -1.900  0.146
H -0.021 -1.443 1.731  0.211
H 1.054 -2.797 0.993  0.200
H 0.099 1.871 -0.150  0.362
H 0.330 0.162 -0.172  0.378
H 2.544 -2.432 3.003  0.185
H -1.090 3.048 -1.242  0.206
H -0.731 2.275 -2.773  0.202
H -2.430 2.572 -2.388  0.223

***

Entry 5:
The following is a quantum chemistry calculation of C4H9NOS in the gas phase at a distorted geometry, from OMol25.

Results
SMILES: N[C@H](C=O)CCS
highest occupied orbital energy: -9.192 eV
electronic energy: -685.96528 a.u.
F_max: 1.9 eV/Å
2S+1: 1
molecular weight: 119.19 g mol⁻¹
gap between HOMO and LUMO: 9.946 eV
energy above the lowest of the compared OMol25 structures with the same formula, charge and spin: 33.7 kcal per mole

Last column: natural (NBO) charge in e.
Element x y z (Å)
S -0.709 -2.628 -0.101  -0.103
O -0.568 2.859 0.744  -0.522
N 0.519 1.030 -1.275  -0.826
C -0.385 0.675 -0.171  -0.179
C 0.768 -1.529 0.281  -0.490
C 0.373 -0.172 0.859  -0.406
C -1.117 1.834 0.410  0.430
H -0.005 0.965 -2.140  0.366
H 1.307 0.331 1.122  0.227
H 0.769 2.006 -1.132  0.375
H 1.281 -1.208 -0.637  0.240
H 1.332 -2.136 0.999  0.225
H -0.176 -0.257 1.795  0.209
H -1.185 -0.003 -0.536  0.204
H 0.006 -3.549 -0.758  0.132
H -2.213 1.782 0.541  0.119

***

Entry 6:
The following is a quantum chemistry calculation of C7H10 in the gas phase, from OMol25.

Results
highest occupied orbital energy (spin up / spin down): -7.935 / -7.936 eV
electronic energy: -272.54596 a.u.
F_max: 0.4 eV/Å
2S+1: 1
molecular weight: 94.16 g mol⁻¹
gap between HOMO and LUMO (spin up / spin down): 7.287 / 7.287 eV
energy above the lowest of the compared OMol25 structures with the same formula, charge and spin: 108.0 kcal per mole

Last column: natural (NBO) charge in e.
Element x y z (Å)
C -2.158 -0.220 0.007  -0.427
C -0.635 1.988 0.688  -0.151
C -0.932 0.678 0.246  -0.271
C 2.274 0.704 -0.077  -0.612
C 1.410 -0.553 0.022  -0.482
C -1.145 -1.303 -0.458  -0.470
C -0.055 -0.334 -0.081  0.302
H 1.712 -1.312 -0.712  0.219
H 1.553 -1.031 1.005  0.243
H 3.297 0.490 0.246  0.206
H -1.167 -1.515 -1.534  0.231
H -1.145 -2.257 0.081  0.224
H -2.885 0.112 -0.740  0.208
H 2.311 1.063 -1.111  0.207
H -2.686 -0.493 0.927  0.209
H 1.850 1.506 0.532  0.255
H -1.596 2.478 0.957  0.106

***

Entry 7:
The following is a quantum chemistry calculation of C6H10N2 in the gas phase at a distorted geometry, from OMol25.

Results
SMILES: C1CN2[C@@H]3[C@@H]1NC[C@@H]32
highest occupied orbital energy: -8.284 eV
electronic energy: -343.83560 a.u.
F_max: 4.5 eV/Å
2S+1: 1
molecular weight: 110.16 g mol⁻¹
gap between HOMO and LUMO: 9.325 eV
energy above the lowest of the compared OMol25 structures with the same formula, charge and spin: 189.0 kcal per mole

Last column: natural (NBO) charge in e.
Element x y z (Å)
N 1.417 1.297 -0.010  -0.610
N -0.633 -1.388 0.107  -0.401
C 0.061 0.869 0.038  -0.059
C 0.913 -1.210 0.076  -0.115
C 1.801 -0.242 -0.497  -0.244
C -1.831 -0.433 -0.494  -0.254
C -1.544 1.037 0.122  -0.460
C 0.098 -0.492 0.927  -0.128
H 1.857 1.586 0.827  0.355
H 0.252 -0.303 2.026  0.196
H -0.072 0.578 -1.084  0.165
H -2.595 -1.278 -0.043  0.256
H -1.916 -0.361 -1.576  0.204
H -1.729 1.395 1.275  0.213
H 2.773 -0.542 -0.243  0.215
H 1.923 -0.246 -1.564  0.209
H -2.229 1.931 -0.326  0.241
H 1.454 -2.199 0.440  0.217

***

Entry 8:
The following is a quantum chemistry calculation of C3HCl2NS in the gas phase at a distorted geometry, from OMol25.

Results
SMILES: N#C[C@@H](Cl)C(=S)Cl
highest occupied orbital energy: -9.946 eV
electronic energy: -1488.18655 a.u.
F_max: 3.4 eV/Å
2S+1: 1
molecular weight: 154.02 g mol⁻¹
gap between HOMO and LUMO: 8.312 eV
energy above the lowest of the compared OMol25 structures with the same formula, charge and spin: 5.4 kcal per mole

Last column: natural (NBO) charge in e.
Element x y z (Å)
Cl 3.082 0.847 0.359  0.023
Cl 0.400 1.490 -1.637  0.029
S 1.881 -1.806 -0.078  0.201
N 0.324 1.725 2.141  -0.246
C 0.292 1.327 1.085  0.245
C 1.645 -0.191 -0.076  -0.159
C 0.333 0.510 -0.139  -0.394
H -0.641 -0.047 -0.102  0.301

***

Copy entry 4 word for word.
The following is a quantum chemistry calculation of 2 unconnected molecules or ions with the total composition C4H10N2 at a distorted geometry, from OMol25.

Results
highest occupied orbital energy: -7.524 eV
electronic energy: -267.72388 a.u.
F_max: 4.8 eV/Å
2S+1: 1
molecular weight: 86.14 g mol⁻¹
gap between HOMO and LUMO: 8.452 eV
energy above the lowest of the compared OMol25 structures with the same formula, charge and spin: 126.4 kcal per mole

Last column: natural (NBO) charge in e.
Element x y z (Å)
N -0.308 0.895 -0.255  -0.394
N -1.595 0.897 0.182  -0.559
C 1.713 -1.817 2.808  -0.350
C -1.422 2.237 -1.860  -0.655
C -1.467 0.914 -1.175  0.094
C 0.953 -1.927 1.688  -0.439
H 1.561 -1.043 3.531  0.191
H -1.441 0.131 -1.900  0.146
H -0.021 -1.443 1.731  0.211
H 1.054 -2.797 0.993  0.200
H 0.099 1.871 -0.150  0.362
H 0.330 0.162 -0.172  0.378
H 2.544 -2.432 3.003  0.185
H -1.090 3.048 -1.242  0.206
H -0.731 2.275 -2.773  0.202
H -2.430 2.572 -2.388  0.223